The following is a DFT calculation (ωB97M-V/def2-TZVPD) of a 11-piece molecular cluster, C67H150N8O11 overall.

Values from the calculation:
largest force on an atom = 3.0 eV Å⁻¹
SMILES = CC1(C)CCCC(C)(C)N1O.CC1(C)CCCC(C)(C)N1O.CC1(C)CCCC(C)(C)N1O.CC1(C)CCCC(C)(C)N1O.CC1(C)CCCC(C)(C)N1O.CC1(C)CCCC(C)(C)N1O.CC1(C)CCCC(C)(C)N1O.COC[C@H](C)N.O.O.O
lowest unoccupied orbital energy = 0.0166 Eh
energy = -106345.8872 eV

Element x y z (Å)
C (2.7659, -4.9567, -2.7323)
C (1.9171, -4.6851, -1.4545)
C (2.4569, -5.6036, -0.3298)
C (2.0332, -3.2684, -0.9854)
C (1.2175, -2.3458, -1.8737)
C (-0.2469, -2.8475, -1.8539)
C (-0.4230, -4.2886, -2.3128)
C (-1.8886, -4.7732, -1.9689)
C (-0.2420, -4.4540, -3.8147)
N (0.5098, -5.0628, -1.5360)
O (0.4161, -6.4059, -2.0177)
H (2.4966, -5.9382, -3.0280)
H (2.5562, -4.3449, -3.6110)
H (3.7900, -4.9898, -2.4060)
H (3.4788, -5.3633, 0.0017)
H (1.7017, -5.6612, 0.4879)
H (2.6493, -6.5992, -0.8067)
H (1.6528, -3.1105, 0.0484)
H (3.1283, -3.0223, -1.0402)
H (1.2868, -1.2746, -1.5801)
H (1.5312, -2.3146, -2.9398)
H (-0.8495, -2.2843, -2.6090)
H (-0.7577, -2.7074, -0.8836)
H (-2.5412, -4.1118, -2.5619)
H (-2.1493, -4.6445, -0.9205)
H (-1.9835, -5.8385, -2.3006)
H (-0.2543, -5.4741, -4.0866)
H (0.6948, -4.0890, -4.1700)
H (-0.9861, -3.9701, -4.4249)
H (0.3110, -6.9572, -1.2202)
C (-5.9474, -1.1453, 0.1089)
C (-5.4223, -0.7132, -1.2732)
C (-3.9064, -1.1725, -1.3459)
C (-6.2545, -1.4889, -2.3651)
C (-6.1026, -0.9486, -3.7801)
C (-6.4632, 0.5591, -3.7182)
C (-5.5428, 1.4211, -2.8078)
C (-4.1512, 1.6149, -3.4629)
C (-6.2754, 2.7484, -2.6013)
N (-5.5606, 0.7567, -1.5009)
O (-4.5846, 1.3907, -0.6378)
H (-5.9405, -2.2546, 0.1355)
H (-5.2836, -0.7685, 0.8899)
H (-6.9332, -0.8101, 0.4166)
H (-3.2712, -0.5949, -0.7154)
H (-3.7613, -2.1968, -1.0482)
H (-3.4316, -1.1385, -2.3585)
H (-5.8975, -2.5141, -2.2144)
H (-7.3060, -1.4765, -2.0729)
H (-5.0793, -1.1697, -4.1506)
H (-6.6987, -1.4844, -4.4427)
H (-7.5099, 0.6432, -3.2763)
H (-6.4265, 1.0972, -4.6822)
H (-3.5695, 0.6764, -3.6753)
H (-3.5374, 2.1904, -2.7392)
H (-4.0791, 2.1670, -4.3981)
H (-7.2382, 2.5248, -2.1540)
H (-6.4002, 3.3199, -3.5689)
H (-5.7750, 3.4448, -1.9610)
H (-4.8990, 2.2867, -0.6720)
C (4.6058, -2.4386, 2.2758)
C (5.2403, -1.0719, 2.1414)
C (6.5301, -1.0328, 2.9882)
C (5.5246, -0.9267, 0.6560)
C (5.9816, 0.4272, 0.2486)
C (4.9396, 1.4277, 0.6715)
C (4.5475, 1.3729, 2.1904)
C (5.6341, 2.0853, 2.9940)
C (3.2543, 2.1614, 2.3419)
N (4.2398, -0.0259, 2.5127)
O (3.8882, -0.2004, 3.8522)
H (5.2334, -3.3223, 2.0706)
H (4.1932, -2.6252, 3.2585)
H (3.7381, -2.4389, 1.6072)
H (6.3930, -0.8534, 4.0957)
H (6.9605, -2.0697, 2.9988)
H (7.1807, -0.1974, 2.6477)
H (6.2313, -1.5928, 0.2428)
H (4.5931, -1.2125, 0.1557)
H (6.9752, 0.6436, 0.6252)
H (6.1334, 0.4690, -0.8604)
H (4.0610, 1.1226, 0.1283)
H (5.1556, 2.4780, 0.4319)
H (5.3896, 3.1611, 2.7595)
H (6.7125, 1.8580, 2.7913)
H (5.4262, 1.9696, 4.0578)
H (3.1036, 2.5030, 3.3521)
H (2.5051, 1.5236, 1.8959)
H (3.4169, 3.0301, 1.7088)
H (2.9244, -0.1746, 3.8599)
C (-2.2066, 2.2269, 5.2747)
C (-0.9460, 1.5580, 5.8409)
C (0.1290, 1.4374, 4.7692)
C (-0.4034, 2.4553, 6.9504)
C (0.6448, 1.7818, 7.8639)
C (0.1841, 0.4541, 8.4684)
C (-0.2971, -0.5180, 7.3386)
C (0.9948, -0.8900, 6.5923)
C (-1.0534, -1.6830, 7.8986)
N (-1.2840, 0.2759, 6.5146)
O (-1.7344, -0.5674, 5.3829)
H (-1.9412, 3.2991, 5.1729)
H (-2.5217, 1.7821, 4.2879)
H (-3.0873, 2.1682, 5.9702)
H (0.2251, 2.3564, 4.1812)
H (1.0992, 1.2938, 5.2916)
H (-0.0429, 0.5570, 4.1735)
H (-0.1029, 3.4112, 6.4977)
H (-1.3047, 2.7302, 7.5964)
H (1.6155, 1.6965, 7.4188)
H (0.7536, 2.4428, 8.7264)
H (-0.6489, 0.6158, 9.1154)
H (0.9679, -0.0380, 9.0792)
H (0.8135, -1.1956, 5.5887)
H (1.5739, -1.6944, 7.0371)
H (1.6577, -0.0378, 6.5895)
H (-1.9343, -1.3313, 8.3771)
H (-0.3991, -2.2089, 8.6052)
H (-1.3765, -2.3926, 7.1459)
H (-2.6130, -0.8056, 5.6518)
C (-1.3478, 0.6164, -9.1505)
C (-1.3364, 1.2270, -7.7555)
C (-1.2143, 2.7408, -7.9102)
C (-2.6083, 0.9339, -7.0114)
C (-2.8358, -0.5328, -6.6451)
C (-1.7402, -0.8231, -5.6796)
C (-0.3755, -0.5997, -6.2530)
C (0.6645, -0.5889, -5.1230)
C (-0.0499, -1.7517, -7.2282)
N (-0.2348, 0.7565, -6.9181)
O (0.9522, 0.7739, -7.7694)
H (-0.3945, 0.6792, -9.6500)
H (-1.5968, -0.4747, -9.1429)
H (-2.0383, 1.0504, -9.8005)
H (-0.4030, 2.9979, -8.6235)
H (-2.0625, 3.2690, -8.2657)
H (-1.0119, 3.2536, -6.9672)
H (-2.5972, 1.5104, -6.0716)
H (-3.4495, 1.2962, -7.5590)
H (-3.8091, -0.6386, -6.1715)
H (-2.8113, -1.2245, -7.4902)
H (-1.6490, -1.8555, -5.3548)
H (-1.8766, -0.1302, -4.8138)
H (0.4437, -1.4339, -4.4325)
H (0.6694, 0.3083, -4.5186)
H (1.6995, -0.7196, -5.5260)
H (-0.9351, -2.1728, -7.6668)
H (0.3045, -2.6320, -6.7397)
H (0.6871, -1.4789, -7.9734)
H (1.4234, 1.4844, -7.3220)
C (4.9273, 7.4622, -2.7138)
C (3.6327, 7.3141, -1.9021)
C (3.6864, 8.0992, -0.5807)
C (2.4302, 7.7401, -2.7586)
C (1.0926, 7.2687, -2.2029)
C (1.1734, 5.7653, -2.1413)
C (2.3191, 5.1830, -1.2488)
C (2.0103, 5.3251, 0.2977)
C (2.4863, 3.6289, -1.5398)
N (3.5275, 5.8261, -1.8238)
O (4.6931, 5.3411, -1.0568)
H (5.1196, 8.4860, -3.0847)
H (5.7344, 7.2466, -1.9826)
H (4.8323, 6.7117, -3.4615)
H (2.6827, 8.3651, -0.2307)
H (4.2116, 7.5161, 0.2348)
H (4.2422, 9.0598, -0.6352)
H (2.4501, 8.7941, -3.1064)
H (2.5785, 7.1612, -3.6517)
H (0.9098, 7.6967, -1.2007)
H (0.2748, 7.5067, -2.8532)
H (1.2635, 5.3860, -3.1338)
H (0.2596, 5.3132, -1.7884)
H (1.2277, 4.5672, 0.5390)
H (1.7612, 6.2625, 0.7551)
H (2.9137, 4.9017, 0.7860)
H (2.6443, 3.4795, -2.5890)
H (1.5611, 3.1484, -1.2662)
H (3.3024, 3.1137, -0.9852)
H (4.8903, 4.4268, -1.3721)
C (1.8439, -6.4899, 4.3967)
C (0.9682, -5.2132, 4.3077)
C (0.6147, -4.7388, 5.7426)
C (1.7787, -4.0750, 3.5424)
C (0.8805, -3.0077, 2.9378)
C (-0.2947, -3.5620, 2.1164)
C (-1.1816, -4.4540, 3.0325)
C (-1.9453, -3.7336, 4.2531)
C (-2.2793, -5.1006, 2.0963)
N (-0.2635, -5.5665, 3.4531)
O (-0.9804, -6.6697, 3.9883)
H (2.0115, -6.8751, 3.3774)
H (2.8082, -6.2050, 4.8248)
H (1.2827, -7.1778, 5.0426)
H (0.1414, -3.7296, 5.6734)
H (-0.0196, -5.5256, 6.1999)
H (1.5105, -4.6382, 6.3594)
H (2.5039, -3.5391, 4.1599)
H (2.3501, -4.5692, 2.7210)
H (0.4970, -2.3244, 3.7394)
H (1.4824, -2.3961, 2.3119)
H (0.0054, -4.2485, 1.2708)
H (-0.9067, -2.8159, 1.6749)
H (-2.8012, -3.1850, 3.9655)
H (-1.3613, -2.9784, 4.7012)
H (-2.3246, -4.4767, 4.9419)
H (-2.8468, -5.9694, 2.4732)
H (-1.8508, -5.4713, 1.1557)
H (-3.0211, -4.3730, 1.8202)
H (-1.3096, -6.3473, 4.8389)
C (-0.6090, 2.4738, -2.2358)
O (-0.4194, 2.3837, -0.7725)
C (-1.4170, 1.5729, -0.1291)
C (-0.8304, 0.8051, 1.0419)
C (0.3197, -0.1065, 0.7881)
N (-1.9444, 0.1183, 1.6923)
H (-1.6445, 2.5260, -2.5345)
H (-0.1411, 1.5923, -2.7404)
H (-0.0910, 3.3411, -2.6088)
H (-2.1653, 2.1988, 0.3496)
H (-1.9749, 0.9400, -0.8467)
H (-0.4655, 1.6235, 1.7293)
H (0.8069, -0.4421, 1.7267)
H (1.1066, 0.2519, 0.1423)
H (-0.0335, -1.1092, 0.3637)
H (-2.2148, -0.7164, 1.1586)
H (-1.8395, -0.2214, 2.6781)
O (-3.8771, 4.2674, -0.6849)
H (-2.9518, 4.3526, -0.7861)
H (-4.1526, 4.3315, 0.2487)
O (-4.2150, 4.0028, 2.1993)
H (-5.0209, 4.0141, 2.7783)
H (-4.0890, 3.0833, 2.1765)
O (-4.5340, 1.2710, 2.4593)
H (-5.0082, 1.3328, 1.5962)
H (-3.6888, 0.8234, 2.2242)


The following is a DFT calculation (ωB97M-V/def2-TZVPD) of C41H44BBrF4HfN5O2P2 as an isolated structure.

Values from the calculation:
largest force on an atom = 0.6 eV Å⁻¹
lowest unoccupied orbital energy = -0.2810 Eh
charge = +3
relative energy (zero: lowest compared OMol25 entry of this formula, charge and spin) = 0.0 kcal/mol
energy = -156243.5388 eV

Element x y z (Å)
Hf (1.0981, 0.0181, -0.8001)
C (1.7258, -0.1665, -4.0336)
C (0.3453, -0.7514, -3.8728)
N (-0.2990, -0.2097, -2.6324)
C (-0.9388, 1.1117, -2.8787)
C (0.0472, 2.2401, -2.7143)
C (-0.1333, 3.4623, -3.3194)
C (0.7841, 4.4736, -3.0600)
C (1.8498, 4.2278, -2.2084)
C (1.9706, 2.9793, -1.6355)
C (3.0583, 2.6519, -0.6525)
N (3.2312, 1.1888, -0.4893)
C (4.2750, 0.6143, -1.3886)
C (3.7285, 0.4699, -2.7845)
N (2.4670, -0.3165, -2.7517)
N (1.0858, 2.0029, -1.8911)
H (1.6810, 0.8945, -4.2673)
H (2.2487, -0.6563, -4.8529)
H (0.4119, -1.8256, -3.7564)
H (-0.2700, -0.5391, -4.7457)
H (-1.0214, -0.8840, -2.3800)
H (-1.7368, 1.2612, -2.1503)
H (-1.3865, 1.1531, -3.8691)
H (-0.9704, 3.6251, -3.9880)
H (0.6712, 5.4467, -3.5273)
H (2.5826, 4.9978, -1.9944)
H (2.7733, 3.0704, 0.3143)
H (3.9912, 3.1294, -0.9480)
H (3.5775, 1.0438, 0.4512)
H (4.5586, -0.3542, -0.9825)
H (5.1670, 1.2410, -1.3992)
H (4.4652, 0.0060, -3.4385)
H (3.4939, 1.4480, -3.2025)
H (2.7184, -1.3013, -2.6721)
O (-0.1950, 1.2877, 0.2281)
P (-0.5083, 1.4415, 1.7514)
C (-0.6007, -0.2072, 2.5146)
P (-1.1311, -1.4655, 1.2854)
O (-0.2476, -1.3482, 0.0246)
C (-1.0105, -3.0421, 2.0609)
C (-0.6270, -4.1429, 1.2935)
C (-0.5617, -5.3937, 1.8832)
C (-0.8741, -5.5454, 3.2295)
C (-1.2455, -4.4458, 3.9964)
C (-1.3127, -3.1894, 3.4180)
C (-2.8240, -1.0467, 0.9211)
C (-3.2053, -0.6607, -0.3602)
C (-4.5218, -0.3203, -0.6268)
C (-5.4613, -0.3561, 0.3953)
C (-5.0894, -0.7511, 1.6758)
C (-3.7765, -1.1070, 1.9406)
C (0.7243, 2.4553, 2.5244)
C (1.5985, 2.0009, 3.5104)
C (2.4931, 2.8877, 4.0930)
C (2.5095, 4.2194, 3.6990)
C (1.6322, 4.6789, 2.7188)
C (0.7330, 3.8036, 2.1360)
C (-2.0846, 2.2205, 1.9736)
C (-2.8185, 2.6849, 0.8846)
C (-4.0297, 3.3287, 1.1021)
C (-4.4980, 3.5057, 2.3970)
C (-3.7608, 3.0480, 3.4851)
C (-2.5522, 2.4077, 3.2784)
H (-1.3649, -0.1612, 3.2955)
H (0.3363, -0.5157, 2.9641)
H (-0.3655, -4.0129, 0.2490)
H (-0.2640, -6.2542, 1.2959)
H (-0.8192, -6.5254, 3.6885)
H (-1.4759, -4.5677, 5.0480)
H (-1.5889, -2.3422, 4.0366)
H (-2.4716, -0.6599, -1.1547)
H (-4.8202, -0.0374, -1.6303)
H (-6.4928, -0.0923, 0.1912)
H (-5.8297, -0.8019, 2.4655)
H (-3.5096, -1.4468, 2.9368)
H (1.5944, 0.9648, 3.8310)
H (3.1717, 2.5404, 4.8618)
H (3.1989, 4.9100, 4.1701)
H (1.6343, 5.7237, 2.4336)
H (0.0251, 4.1639, 1.3942)
H (-2.4392, 2.5486, -0.1219)
H (-4.6083, 3.6948, 0.2618)
H (-5.4416, 4.0134, 2.5634)
H (-4.1266, 3.2013, 4.4932)
H (-1.9657, 2.0786, 4.1329)
Br (-1.8410, -3.1923, -2.3396)
C (-0.1277, -4.0259, -2.4763)
C (-0.0944, -5.3236, -2.9556)
C (1.1506, -5.9088, -3.1264)
C (2.2850, -5.1777, -2.8067)
C (2.1226, -3.8934, -2.3292)
N (0.9282, -3.2987, -2.1604)
H (-1.0103, -5.8494, -3.1926)
H (1.2289, -6.9169, -3.5130)
H (3.2769, -5.5984, -2.9164)
H (2.9952, -3.3166, -2.0291)
F (1.9165, -2.3186, 1.9089)
B (2.5993, -1.4097, 1.2008)
F (2.3939, -1.6034, -0.2928)
F (3.9135, -1.2099, 1.4297)
F (1.8806, -0.0803, 1.2804)


The following is a DFT calculation (ωB97M-V/def2-TZVPD) of an isolated ion of composition C2H8N4O and charge +2.

Values from the calculation:
largest force on an atom = 4.4 eV Å⁻¹
SMILES = [NH2+]=C1NO[C@@H]([NH3+])N1
lowest unoccupied orbital energy = -0.2838 Eh
charge = +2
relative energy (zero: lowest compared OMol25 entry of this formula, charge and spin) = 17.1 kcal/mol
energy = -10192.0509 eV

Element x y z (Å)
N (-0.9976, 2.2711, -0.1259)
C (-0.2691, 1.1701, -0.0229)
N (0.7941, 0.9796, 0.6832)
O (1.4703, -0.1863, 0.2938)
C (0.6000, -0.8677, -0.4351)
N (0.0380, -2.0957, 0.4744)
N (-0.4418, -0.0295, -0.7461)
H (-1.7264, 2.4256, -0.8645)
H (-0.6183, 3.1828, 0.3400)
H (1.3824, 1.7167, 1.1402)
H (1.0475, -1.3031, -1.3528)
H (-0.8970, -2.6566, 0.1916)
H (-0.0401, -1.7764, 1.4544)
H (0.8389, -2.6644, 0.3249)
H (-1.1809, -0.1662, -1.3550)


Question: Number 1 is which compound?
Answer: C67H150N8O11